Computed, not measured: a molecular structure, C56H122F3N6O6, with wB97M-V/def2-TZVPD.

Each line ends with the Mulliken charge.
Geometry (Å):
N (23.824, 0.079, -16.269)  0.55
O (24.822, 0.225, -15.621)  0.79
O (23.260, -0.997, -16.365)  0.64
O (23.312, 1.034, -16.834)  -0.73
C (25.715, -0.938, -18.576)  -1.30
C (25.946, -0.928, -17.053)  1.06
C (27.342, -0.514, -16.758)  0.93
C (28.410, -1.356, -17.554)  -0.50
N (29.849, -1.302, -17.026)  0.64
C (29.950, -1.930, -15.630)  -0.35
C (31.145, -1.293, -14.949)  -0.54
C (31.614, -0.162, -15.834)  -1.09
C (30.386, 0.159, -16.770)  0.05
C (30.758, -2.103, -17.978)  -0.86
C (30.448, -3.690, -18.077)  -0.06
C (31.184, -4.352, -19.278)  -1.46
H (26.029, -1.883, -19.021)  0.63
H (26.351, -0.200, -19.065)  0.50
H (24.681, -0.815, -18.898)  -0.53
H (25.941, -1.887, -16.535)  -0.38
H (25.254, -0.278, -16.517)  -0.30
H (27.669, -0.679, -15.731)  -0.44
H (27.479, 0.564, -16.841)  -0.90
H (28.536, -0.954, -18.559)  0.25
H (28.094, -2.396, -17.631)  0.19
H (29.969, -3.010, -15.774)  0.66
H (29.017, -1.763, -15.091)  -0.79
H (31.934, -2.045, -14.958)  0.57
H (30.872, -1.146, -13.904)  0.48
H (32.525, -0.341, -16.405)  0.34
H (31.784, 0.791, -15.332)  0.52
H (30.628, 0.631, -17.722)  0.55
H (29.654, 0.795, -16.271)  -0.19
H (31.771, -1.913, -17.625)  0.75
H (30.823, -1.636, -18.961)  0.37
H (29.405, -3.910, -18.306)  0.14
H (30.806, -4.238, -17.205)  0.38
H (30.643, -3.996, -20.155)  0.38
H (31.171, -5.430, -19.440)  0.38
H (32.148, -3.872, -19.452)  0.35
C (20.142, 4.149, -13.915)  -1.71
C (20.766, 2.798, -14.356)  -0.20
C (20.076, 2.291, -15.582)  -0.48
C (21.065, 1.536, -16.487)  -0.98
N (20.442, 0.743, -17.690)  1.50
C (21.500, -0.136, -18.313)  1.39
C (21.375, 0.001, -19.811)  -1.11
C (21.140, 1.464, -19.988)  -0.43
C (20.076, 1.776, -18.826)  -0.73
C (19.268, -0.111, -17.125)  -1.65
C (18.814, -1.329, -17.948)  -0.23
C (17.643, -2.030, -17.139)  -1.40
H (20.665, 4.545, -13.044)  0.42
H (19.086, 4.161, -13.645)  0.38
H (20.312, 4.913, -14.673)  0.40
H (20.670, 2.076, -13.545)  0.30
H (21.849, 2.884, -14.447)  -0.46
H (19.749, 3.175, -16.129)  0.40
H (19.215, 1.661, -15.359)  0.54
H (21.619, 0.812, -15.890)  -0.52
H (21.815, 2.166, -16.964)  0.62
H (21.622, -1.102, -17.823)  -0.61
H (22.449, 0.340, -18.065)  -0.55
H (20.638, -0.728, -20.147)  0.57
H (22.308, -0.244, -20.319)  0.21
H (20.668, 1.761, -20.924)  0.54
H (22.002, 2.129, -19.944)  0.13
H (19.047, 1.501, -19.055)  0.59
H (19.994, 2.795, -18.446)  0.30
H (18.503, 0.662, -17.047)  0.78
H (19.571, -0.354, -16.106)  0.84
H (19.579, -2.016, -18.309)  0.49
H (18.369, -0.935, -18.862)  0.35
H (17.953, -2.392, -16.158)  0.26
H (17.086, -2.845, -17.601)  0.41
H (16.918, -1.248, -16.914)  0.43
C (24.947, -6.505, -11.004)  -1.61
C (24.197, -5.359, -11.656)  0.15
C (24.986, -4.024, -11.734)  -0.51
C (24.675, -3.193, -13.027)  -1.58
N (25.333, -1.763, -13.152)  1.51
C (24.894, -0.805, -11.948)  -1.16
C (24.109, 0.344, -12.562)  0.74
C (23.586, -0.302, -13.862)  -0.94
C (24.663, -1.133, -14.393)  1.56
C (26.870, -1.932, -13.266)  -1.12
C (27.655, -0.874, -14.002)  1.27
C (29.239, -1.213, -13.851)  -1.08
H (24.978, -6.416, -9.918)  0.38
H (25.994, -6.563, -11.302)  0.35
H (24.446, -7.468, -11.107)  0.42
H (23.453, -5.232, -10.870)  0.25
H (23.748, -5.719, -12.581)  0.00
H (26.045, -4.279, -11.772)  0.40
H (24.810, -3.489, -10.801)  0.35
H (23.609, -3.173, -13.252)  1.39
H (25.002, -3.827, -13.852)  0.35
H (25.791, -0.452, -11.440)  0.55
H (24.285, -1.465, -11.330)  0.18
H (24.798, 1.164, -12.766)  0.16
H (23.292, 0.749, -11.966)  0.70
H (23.180, 0.434, -14.555)  0.01
H (22.703, -0.901, -13.640)  -0.45
H (25.358, -0.455, -14.889)  1.30
H (24.351, -1.866, -15.137)  -1.10
H (26.893, -2.865, -13.829)  0.22
H (27.205, -2.182, -12.260)  0.61
H (27.553, 0.121, -13.569)  0.09
H (27.457, -0.824, -15.072)  -1.70
H (29.611, -1.080, -12.835)  0.42
H (29.847, -0.621, -14.535)  0.09
H (29.380, -2.199, -14.295)  0.66
C (27.222, 6.088, -20.329)  -1.18
C (26.088, 5.988, -19.249)  -0.75
C (25.410, 4.532, -19.172)  -0.79
C (26.243, 3.466, -18.399)  -0.96
N (25.445, 2.296, -17.711)  1.41
C (24.844, 2.819, -16.410)  0.42
C (25.952, 2.660, -15.397)  -0.78
C (26.912, 1.543, -15.878)  0.57
C (26.341, 1.141, -17.269)  -1.32
C (24.299, 1.861, -18.697)  -0.61
C (24.791, 1.220, -20.082)  -0.90
C (23.625, 0.649, -20.982)  -1.42
H (27.934, 5.282, -20.149)  0.30
H (27.694, 7.065, -20.222)  0.42
H (26.819, 6.127, -21.341)  0.31
H (25.374, 6.797, -19.402)  0.40
H (26.532, 6.109, -18.261)  0.36
H (25.109, 4.306, -20.194)  0.30
H (24.510, 4.671, -18.574)  0.44
H (26.792, 3.990, -17.617)  0.52
H (26.932, 2.929, -19.052)  0.69
H (24.031, 2.133, -16.172)  -0.65
H (24.428, 3.792, -16.672)  0.88
H (25.563, 2.339, -14.431)  -1.49
H (26.381, 3.578, -14.997)  1.02
H (26.948, 0.753, -15.128)  -1.05
H (27.927, 1.878, -16.088)  0.28
H (25.823, 0.187, -17.171)  -0.35
H (27.189, 1.072, -17.950)  0.16
H (23.583, 2.669, -18.845)  1.47
H (23.763, 1.083, -18.154)  -0.25
H (25.620, 0.547, -19.862)  -0.36
H (25.323, 2.032, -20.577)  0.76
H (23.485, -0.366, -20.609)  0.50
H (23.849, 0.505, -22.039)  0.51
H (22.665, 1.154, -20.883)  0.12
C (24.127, -3.282, -16.533)  -0.86
C (23.367, -3.976, -15.379)  -0.50
N (21.990, -4.632, -15.633)  0.66
C (22.234, -6.051, -16.325)  -0.95
C (21.263, -5.017, -14.320)  -0.59
C (22.183, -5.544, -13.171)  -0.74
C (20.990, -3.740, -16.492)  -1.28
C (20.989, -2.184, -16.159)  1.60
O (21.020, -1.885, -14.796)  -0.28
C (21.338, -0.567, -14.397)  -0.36
H (25.122, -2.888, -16.324)  0.14
H (23.697, -2.328, -16.839)  -0.26
H (24.045, -3.969, -17.375)  0.30
H (23.273, -3.259, -14.564)  -0.87
H (23.971, -4.818, -15.039)  1.39
H (22.768, -5.846, -17.253)  0.38
H (21.242, -6.336, -16.677)  0.43
H (22.802, -6.755, -15.718)  0.35
H (20.422, -5.664, -14.568)  0.66
H (20.704, -4.138, -13.999)  0.49
H (21.661, -5.813, -12.252)  0.44
H (22.856, -4.815, -12.721)  -0.25
H (22.716, -6.446, -13.470)  0.29
H (19.971, -4.115, -16.392)  0.20
H (21.353, -3.925, -17.503)  0.51
H (20.032, -1.806, -16.519)  -0.98
H (21.616, -1.532, -16.767)  -0.92
H (20.770, 0.185, -14.945)  -0.84
H (22.379, -0.259, -14.297)  0.77
H (21.041, -0.345, -13.372)  0.70
C (26.343, 2.876, -13.128)  0.68
O (25.032, 2.987, -13.626)  -0.36
O (27.002, 4.047, -13.641)  -0.96
C (26.253, 2.656, -11.578)  0.62
F (27.473, 2.652, -11.041)  -0.31
F (25.589, 3.593, -10.940)  -0.31
F (25.712, 1.470, -11.289)  -0.13
C (24.243, 1.883, -13.867)  0.23
C (23.071, 2.389, -14.680)  -0.18
H (22.442, 1.573, -15.038)  -0.39
H (22.382, 3.018, -14.117)  0.24
H (23.361, 2.910, -15.592)  -0.74
H (23.880, 1.580, -12.885)  0.03
H (24.676, 0.999, -14.336)  1.26
H (26.838, 1.983, -13.507)  -0.58

HOMO energy	-12.40	eV
strongest force on any atom	14.6	eV Å⁻¹
energy above the lowest of the compared OMol25 structures with the same formula, charge and spin	1629.8	kcal per mole
lowest unoccupied orbital energy	-7.4	eV
net charge	+3
gap between HOMO and LUMO	4.96	eV